1.
An isolated molecule of C22H30N4O3. Source: OMol25; level of theory: ωB97M-V/def2-TZVPD.

The structure (SMILES) is CC[C@H](C)NC(=O)CCC(=O)Nc1ccc2nc(N3CCOCC3)cc(C)c2c1. The value obtained for the calculated total energy is -35405.68345 eV. The calculation puts the relative energy (zero: lowest compared OMol25 entry of this formula, charge and spin) at 0.1233 eV. The LUMO energy is 0.015 hartree. The orbital gap is 7.958 eV. The charge is 0. Its multiplicity is 1.

Atoms and positions in Å:
C1 0.653 -2.807 -4.963
H1 -0.115 -3.468 -4.568
C2 0.820 -1.585 -4.068
H2 1.133 -1.898 -3.068
H3 1.599 -0.938 -4.475
C3 -0.474 -0.772 -3.955
N1 -1.516 -1.568 -3.334
C4 -2.686 -1.858 -3.940
O1 -2.918 -1.613 -5.103
C5 -3.709 -2.523 -3.021
H4 -4.390 -3.109 -3.639
C6 -4.511 -1.437 -2.285
C7 -3.592 -0.538 -1.470
O2 -3.364 0.613 -1.767
N2 -3.033 -1.188 -0.409
C8 -2.065 -0.728 0.497
C9 -1.490 0.519 0.409
C10 -0.506 0.915 1.326
C11 -0.105 0.022 2.355
N3 0.834 0.326 3.267
C12 1.413 1.511 3.229
N4 2.295 1.794 4.234
C13 3.357 2.769 4.133
H5 3.116 3.554 3.420
H6 3.495 3.222 5.121
C14 4.659 2.067 3.717
H7 5.495 2.768 3.715
O3 5.001 1.050 4.628
C15 3.968 0.091 4.735
H8 4.308 -0.637 5.473
C16 2.651 0.742 5.167
H9 1.848 0.008 5.179
H10 2.772 1.193 6.157
H11 3.820 -0.411 3.767
H12 4.533 1.644 2.708
C17 1.070 2.475 2.239
C18 0.127 2.192 1.294
C19 -0.243 3.197 0.249
H13 -1.304 3.431 0.308
H14 0.324 4.116 0.382
H15 -0.043 2.803 -0.746
H16 1.540 3.446 2.238
C20 -0.711 -1.250 2.422
C21 -1.664 -1.615 1.515
H17 -2.123 -2.593 1.574
H18 -0.399 -1.920 3.207
H19 -1.808 1.194 -0.366
H20 -3.364 -2.124 -0.222
H21 -5.020 -0.812 -3.019
H22 -5.258 -1.899 -1.635
H23 -3.209 -3.190 -2.315
H24 -1.394 -1.759 -2.352
C22 -0.265 0.508 -3.149
H25 0.419 1.173 -3.668
H26 -1.216 1.017 -3.012
H27 0.150 0.273 -2.169
H28 -0.845 -0.530 -4.956
H29 0.354 -2.504 -5.963
H30 1.585 -3.361 -5.031

Here are the Mulliken charges for atoms 1 to 8, given in e:
1. C -1.224
2. H 0.257
3. C -0.534
4. H 0.333
5. H 0.359
6. C -0.008
7. N -0.069
8. C 0.554

***

2.
An isolated molecule of C16H21F3N6O at a distorted geometry. Source: OMol25; level of theory: ωB97M-V/def2-TZVPD.

The structure (SMILES) is COCCn1nnnc1CN1CCN(c2cccc(C(F)(F)F)c2)CC1. The value obtained for the calculated total energy is -36071.97555 eV. The calculation puts the relative energy (zero: lowest compared OMol25 entry of this formula, charge and spin) at 0.4300 eV. The LUMO energy is 0.016 hartree. The orbital gap is 8.205 eV. The charge is 0. Its multiplicity is 1.

Atoms and positions in Å:
C1 3.492 -3.104 -0.893
H1 3.910 -3.720 -0.088
O1 2.158 -3.478 -1.171
C2 1.318 -3.552 -0.057
C3 1.027 -2.187 0.604
N1 0.718 -1.190 -0.378
C4 -0.396 -0.938 -1.113
N2 -0.106 0.045 -1.936
N3 1.155 0.379 -1.708
N4 1.661 -0.338 -0.799
C5 -1.709 -1.651 -1.033
N5 -2.800 -0.966 -0.378
C6 -2.720 -0.830 1.070
C7 -2.674 0.649 1.494
N6 -1.884 1.415 0.565
C8 -0.562 1.703 0.773
C9 0.080 2.661 -0.026
C10 1.416 2.954 0.170
C11 2.158 2.335 1.167
C12 1.524 1.408 1.973
C13 0.193 1.094 1.786
H2 -0.255 0.351 2.429
H3 2.079 0.912 2.756
H4 3.201 2.572 1.299
C14 2.075 4.008 -0.669
F1 1.430 4.273 -1.812
F2 2.149 5.190 -0.009
F3 3.338 3.703 -1.000
H5 -0.464 3.177 -0.799
C15 -2.491 1.502 -0.749
H6 -3.149 2.379 -0.812
C16 -3.315 0.220 -1.024
H7 -3.351 0.041 -2.099
H8 -4.342 0.350 -0.668
H9 -1.708 1.589 -1.502
H10 -3.688 1.065 1.483
H11 -2.286 0.756 2.506
H12 -1.832 -1.349 1.439
H13 -3.600 -1.312 1.517
H14 -1.569 -2.612 -0.529
H15 -2.026 -1.848 -2.063
H16 1.908 -1.824 1.138
H17 0.199 -2.297 1.309
H18 0.389 -3.989 -0.437
H19 1.735 -4.220 0.713
H20 4.047 -3.281 -1.811
H21 3.569 -2.045 -0.627

Here are the Mulliken charges for atoms 1 to 8, given in e:
1. C -0.623
2. H 0.310
3. O -0.374
4. C -0.599
5. C -1.022
6. N 1.191
7. C 0.941
8. N -0.334

***

3.
A 2-piece molecular cluster, C2H3IN overall at a distorted geometry. Source: OMol25; level of theory: ωB97M-V/def2-TZVPD.

The value obtained for the calculated total energy is -11702.30657 eV. The calculation puts the relative energy (zero: lowest compared OMol25 entry of this formula, charge and spin) at 2.0699 eV. The LUMO energy is -0.286 hartree. The orbital gap is 8.094 eV. The charge is +1. Its multiplicity is 1.

Atoms and positions in Å:
C1 1.116 0.857 1.268
C2 -1.311 -1.731 -1.210
N1 -0.834 -0.949 -0.534
I1 1.261 -0.328 2.893
H1 1.508 0.337 0.318
H2 0.751 1.914 1.552
H3 -1.706 -2.524 -1.796

Atomic charges from the Mulliken analysis, expressed in e, are listed below:
1. C -0.332
2. C 0.009
3. N -0.301
4. I 0.605
5. H 0.344
6. H 0.363
7. H 0.312